(1)
7 unconnected molecules or ions with the total composition C19H23Cl8N3, computed with ωB97M-V/def2-TZVPD.

The energy above the lowest of the compared OMol25 structures with the same formula, charge and spin comes out at 1.831 eV. The highest occupied orbital energy comes out at -9.7 eV. The value obtained for the HOMO-LUMO gap is 0.368 Eh.

Atoms and positions in Å:
C (-2.855, -0.544, -0.651)
C (-1.792, -1.317, -1.138)
C (-1.408, -2.360, -0.307)
N (-1.971, -2.604, 0.959)
C (-3.042, -1.836, 1.300)
C (-3.504, -0.759, 0.556)
H (-3.190, 0.285, -1.258)
H (-1.412, -1.180, -2.139)
H (-0.558, -2.949, -0.618)
H (-3.392, -1.864, 2.321)
H (-4.279, -0.127, 0.964)
C (5.803, 0.071, 0.463)
C (4.492, 0.098, 1.012)
C (3.794, -1.107, 1.053)
N (4.270, -2.261, 0.496)
C (5.491, -2.228, -0.100)
C (6.357, -1.098, -0.034)
H (6.409, 0.964, 0.489)
H (4.114, 0.959, 1.543)
H (2.856, -1.188, 1.584)
H (5.746, -3.155, -0.591)
H (7.363, -1.077, -0.427)
C (2.913, 4.494, -2.403)
C (3.745, 5.520, -2.978)
C (3.511, 5.763, -4.322)
N (2.581, 5.153, -5.071)
C (1.793, 4.260, -4.506)
C (1.910, 3.844, -3.145)
H (3.051, 4.288, -1.352)
H (4.504, 6.051, -2.423)
H (4.086, 6.525, -4.826)
H (1.104, 3.835, -5.220)
H (1.368, 3.036, -2.677)
Cl (-5.928, -4.315, -1.979)
C (-4.931, -5.687, -1.656)
Cl (-5.832, -7.186, -1.871)
H (-4.026, -5.708, -2.264)
H (-4.460, -5.690, -0.673)
Cl (-0.058, -7.453, 1.128)
C (0.503, -6.636, 2.645)
Cl (1.170, -7.920, 3.748)
H (1.267, -5.915, 2.355)
H (-0.346, -6.198, 3.170)
Cl (-4.220, 2.299, 8.293)
C (-4.582, 0.595, 8.449)
Cl (-5.141, 0.010, 6.890)
H (-3.685, 0.041, 8.726)
H (-5.348, 0.411, 9.203)
Cl (-3.305, 4.982, -3.382)
C (-2.801, 6.504, -2.613)
Cl (-2.667, 6.239, -0.844)
H (-1.878, 6.921, -3.015)
H (-3.588, 7.214, -2.868)

Electronic structure analysis, Mulliken charges in units of e:
1 C -0.116
2 C -0.413
3 C -0.317
4 N -0.458
5 C -0.242
6 C -0.396
7 H 0.372
8 H 0.393
9 H 0.424
10 H 0.375
11 H 0.386
12 C -0.149
13 C -0.467
14 C -0.143
15 N -0.485
16 C -0.201
17 C -0.401
18 H 0.358
19 H 0.372
20 H 0.394
21 H 0.369
22 H 0.354
23 C -0.117
24 C -0.419
25 C -0.125
26 N -0.567
27 C -0.190
28 C -0.506
29 H 0.375
30 H 0.371
31 H 0.358
32 H 0.420
33 H 0.400
34 Cl -0.139
35 C -0.221
36 Cl -0.163
37 H 0.263
38 H 0.254
39 Cl -0.153
40 C -0.187
41 Cl -0.159
42 H 0.242
43 H 0.255
44 Cl -0.139
45 C -0.221
46 Cl -0.142
47 H 0.246
48 H 0.257
49 Cl -0.148
50 C -0.242
51 Cl -0.150
52 H 0.271
53 H 0.267

***

(2)
A molecular structure, C33H38ClN12O2Pt, computed with ωB97M-V/def2-TZVPD.

The expectation value of S² is 2.02. The energy above the lowest of the compared OMol25 structures with the same formula, charge and spin comes out at 0.057 eV. The net charge is -1. The highest occupied orbital energy (alpha / beta) comes out at -3.0 / -3.7 eV. The spin multiplicity is 3. The value obtained for the HOMO-LUMO gap (alpha / beta) is 0.191 / 0.218 Eh.

Atoms and positions in Å:
Pt (-0.457, 1.281, -1.735)
N (2.291, -0.561, -1.204)
C (2.572, 0.737, -1.401)
N (3.861, 1.104, -1.400)
C (4.073, 2.425, -1.486)
N (5.390, 2.816, -1.429)
N (3.165, 3.376, -1.568)
C (1.880, 2.943, -1.599)
N (1.550, 1.595, -1.546)
C (0.811, 3.850, -1.660)
C (0.975, 5.256, -1.678)
C (-0.128, 6.061, -1.712)
C (-1.416, 5.478, -1.713)
C (-1.520, 4.106, -1.685)
N (-0.455, 3.299, -1.672)
H (3.051, -1.208, -1.303)
H (1.324, -0.845, -1.399)
H (6.054, 2.095, -1.653)
H (5.579, 3.739, -1.780)
H (1.983, 5.647, -1.655)
H (-0.020, 7.139, -1.723)
H (-2.312, 6.083, -1.729)
H (-2.485, 3.620, -1.656)
Cl (-5.192, 1.726, -3.553)
C (-4.757, 0.741, -2.117)
C (-3.462, 1.241, -1.480)
O (-3.518, 1.747, -0.359)
O (-2.437, 1.054, -2.224)
H (-4.639, -0.285, -2.456)
H (-5.562, 0.831, -1.401)
C (2.241, 1.729, 1.856)
C (0.780, 1.523, 2.105)
N (-0.158, 1.522, 1.198)
C (-1.356, 1.352, 1.870)
C (-1.130, 1.244, 3.206)
N (0.245, 1.346, 3.358)
C (0.944, 1.247, 4.612)
N (0.662, 0.000, 5.286)
N (-0.210, -0.045, 6.315)
N (-0.331, -1.253, 6.716)
C (0.475, -2.055, 5.927)
C (0.697, -3.435, 5.944)
C (1.568, -3.943, 5.009)
C (2.214, -3.110, 4.067)
C (2.003, -1.754, 4.038)
C (1.117, -1.249, 4.997)
H (2.366, 2.237, 0.903)
H (2.785, 0.781, 1.806)
H (2.695, 2.354, 2.627)
H (-2.295, 1.350, 1.330)
H (-1.784, 1.094, 4.052)
H (0.649, 2.042, 5.292)
H (2.009, 1.311, 4.418)
H (0.203, -4.068, 6.672)
H (1.761, -5.008, 4.987)
H (2.887, -3.554, 3.345)
H (2.483, -1.118, 3.305)
C (-2.834, -1.910, 0.967)
C (-1.382, -1.810, 0.495)
C (-0.412, -2.201, 1.611)
C (-1.154, -2.623, -0.772)
C (-1.332, -3.996, -0.798)
C (-1.181, -4.736, -1.965)
C (-0.891, -4.051, -3.140)
C (-0.687, -2.678, -3.181)
C (-0.454, -1.994, -4.518)
C (0.881, -1.242, -4.602)
C (-1.618, -1.046, -4.847)
C (-0.749, -1.931, -1.961)
N (-0.367, -0.660, -1.873)
H (-2.989, -1.305, 1.866)
H (-3.100, -2.947, 1.197)
H (-3.514, -1.550, 0.190)
H (-1.184, -0.772, 0.241)
H (-0.530, -3.253, 1.892)
H (-0.583, -1.589, 2.504)
H (0.622, -2.049, 1.284)
H (-1.602, -4.507, 0.123)
H (-1.315, -5.811, -1.967)
H (-0.824, -4.605, -4.074)
H (-0.436, -2.785, -5.272)
H (0.874, -0.369, -3.950)
H (1.058, -0.898, -5.626)
H (1.712, -1.888, -4.305)
H (-1.678, -0.242, -4.110)
H (-2.566, -1.589, -4.838)
H (-1.486, -0.595, -5.838)

Electronic structure analysis, Mulliken charges in units of e:
1 Pt 0.209
2 N -0.007
3 C 0.315
4 N -0.779
5 C 0.248
6 N -0.470
7 N -0.729
8 C -0.722
9 N -0.338
10 C 1.538
11 C -0.997
12 C -0.304
13 C -1.034
14 C 0.336
15 N 0.343
16 H 0.298
17 H 0.043
18 H 0.268
19 H 0.266
20 H 0.430
21 H 0.401
22 H 0.432
23 H 0.243
24 Cl -0.257
25 C -0.780
26 C 0.643
27 O -0.698
28 O -0.576
29 H 0.270
30 H 0.459
31 C -1.170
32 C 0.942
33 N 0.169
34 C -0.496
35 C -0.875
36 N 0.300
37 C -1.417
38 N 0.801
39 N -0.697
40 N -0.573
41 C 0.224
42 C -0.708
43 C -0.610
44 C -0.423
45 C -0.352
46 C 1.053
47 H -0.062
48 H 0.061
49 H 0.590
50 H 0.469
51 H 0.478
52 H 0.253
53 H 0.650
54 H 0.423
55 H 0.360
56 H 0.400
57 H 0.227
58 C -1.767
59 C 2.832
60 C -1.458
61 C -0.605
62 C -0.078
63 C -1.584
64 C -0.725
65 C 0.678
66 C 0.376
67 C -1.140
68 C -1.180
69 C 0.885
70 N 0.222
71 H 0.376
72 H 0.367
73 H 0.354
74 H -1.416
75 H 0.350
76 H 0.110
77 H 0.354
78 H 0.364
79 H 0.333
80 H 0.347
81 H 0.484
82 H -0.098
83 H 0.518
84 H 0.275
85 H 0.020
86 H 0.314
87 H 0.425

***

(3)
A molecular structure, C27H30ClGaN5O4Se, computed with ωB97M-V/def2-TZVPD.

The energy above the lowest of the compared OMol25 structures with the same formula, charge and spin comes out at 1.807 eV. The net charge is +1. The highest occupied orbital energy comes out at -10.7 eV. The value obtained for the HOMO-LUMO gap is 0.259 Eh.

Atoms and positions in Å:
Ga (-0.323, -0.285, 0.836)
C (4.703, 3.185, 3.797)
C (3.871, 2.118, 3.137)
C (4.125, 1.738, 1.819)
C (3.320, 0.812, 1.186)
C (3.314, 0.295, -0.192)
N (2.869, 0.859, -1.245)
C (2.454, 2.259, -1.416)
C (1.385, 2.384, -2.513)
C (0.144, 1.510, -2.250)
N (-1.105, 2.138, -2.692)
C (-2.258, 1.568, -2.888)
C (-2.677, 0.243, -2.536)
C (-3.572, -0.439, -3.388)
C (-3.994, -1.723, -3.123)
C (-4.861, -2.491, -4.092)
C (-3.585, -2.308, -1.916)
C (-2.785, -1.649, -0.999)
C (-2.435, -2.295, 0.257)
N (-1.623, -1.860, 1.145)
C (-1.362, -2.666, 2.340)
C (-1.889, -2.003, 3.615)
C (-1.623, -0.496, 3.644)
N (-0.331, -0.209, 3.047)
C (0.607, 0.341, 3.716)
C (1.890, 0.706, 3.134)
C (2.754, 1.601, 3.771)
C (2.213, 0.254, 1.850)
O (1.483, -0.640, 1.192)
C (-2.321, -0.346, -1.293)
O (-1.691, 0.353, -0.423)
H (5.736, 3.171, 3.446)
H (4.703, 3.076, 4.882)
H (4.278, 4.164, 3.554)
H (4.973, 2.172, 1.298)
H (3.495, -0.769, -0.304)
H (2.580, 0.174, -2.003)
H (3.332, 2.833, -1.709)
H (2.103, 2.666, -0.469)
H (1.825, 2.136, -3.481)
H (1.100, 3.439, -2.538)
H (0.073, 1.310, -1.192)
H (0.217, 0.550, -2.751)
H (-1.055, 3.131, -2.875)
H (-2.977, 2.188, -3.417)
H (-3.906, 0.056, -4.298)
H (-5.256, -1.839, -4.870)
H (-5.698, -2.971, -3.582)
H (-4.282, -3.281, -4.578)
H (-3.918, -3.318, -1.690)
H (-2.937, -3.246, 0.441)
H (-0.278, -2.760, 2.417)
H (-1.785, -3.665, 2.234)
H (-1.388, -2.483, 4.457)
H (-2.961, -2.170, 3.727)
H (-1.707, -0.117, 4.665)
H (-2.370, 0.017, 3.033)
H (0.446, 0.595, 4.767)
H (2.505, 1.956, 4.767)
Cl (0.086, -4.516, -1.043)
C (0.612, -3.420, -2.340)
C (0.813, -1.951, -1.944)
O (1.534, -1.336, -2.765)
O (0.250, -1.469, -0.922)
H (-0.125, -3.459, -3.137)
H (1.553, -3.811, -2.709)
Se (-0.672, 2.354, 0.964)
C (0.764, 3.443, 1.219)
N (1.639, 4.201, 1.224)

Electronic structure analysis, Mulliken charges in units of e:
1 Ga 0.897
2 C -1.718
3 C 0.655
4 C -0.631
5 C 0.296
6 C -0.468
7 N 0.041
8 C 0.427
9 C -1.426
10 C 0.361
11 N 0.156
12 C -0.695
13 C 0.430
14 C -0.848
15 C 0.287
16 C -1.666
17 C -0.628
18 C 0.958
19 C -0.219
20 N 0.227
21 C -0.982
22 C -0.743
23 C -1.038
24 N 0.106
25 C -0.429
26 C 0.908
27 C -0.830
28 C 0.122
29 O -0.519
30 C -0.085
31 O -0.493
32 H 0.406
33 H 0.415
34 H 0.317
35 H 0.463
36 H 0.489
37 H 0.413
38 H 0.530
39 H -0.578
40 H 0.272
41 H 0.492
42 H -0.631
43 H 0.492
44 H 0.366
45 H 0.514
46 H 0.444
47 H 0.384
48 H 0.391
49 H 0.323
50 H 0.472
51 H 0.407
52 H 0.234
53 H 0.725
54 H 0.386
55 H 0.373
56 H 0.696
57 H 0.217
58 H 0.399
59 H 0.437
60 Cl -0.206
61 C -0.741
62 C 0.067
63 O -0.817
64 O 0.098
65 H 0.305
66 H 0.433
67 Se -0.042
68 C 0.169
69 N -0.565

***

(4)
A molecular structure, C9H12LaN2O4S, computed with ωB97M-V/def2-TZVPD.

The net charge is +3. The highest occupied orbital energy comes out at -20.2 eV. The value obtained for the HOMO-LUMO gap is 0.263 Eh.

Atoms and positions in Å:
La (-0.004, -0.450, 0.047)
C (0.009, 1.289, 2.075)
O (0.033, 2.131, 2.866)
C (-0.005, 2.079, -0.876)
O (-0.006, 3.118, -1.369)
C (-2.613, -0.032, 0.062)
O (-3.732, 0.245, 0.033)
C (2.616, -0.018, 0.056)
O (3.734, 0.260, 0.033)
C (0.005, -1.945, -2.018)
H (0.930, -2.512, -1.843)
H (-0.918, -2.517, -1.845)
C (0.002, -0.667, -2.507)
H (-0.928, -0.125, -2.760)
H (0.929, -0.120, -2.758)
C (-1.533, -0.644, 4.529)
N (-1.251, -1.763, 3.614)
C (-0.061, -1.987, 3.014)
S (0.005, -2.843, 1.490)
N (1.093, -1.538, 3.582)
C (1.357, -1.582, 5.030)
H (-0.609, -0.130, 4.791)
H (-2.003, -1.041, 5.439)
H (-2.218, 0.068, 4.052)
H (-2.051, -2.105, 3.073)
H (1.914, -1.785, 3.017)
H (2.101, -2.355, 5.242)
H (1.765, -0.614, 5.334)
H (0.458, -1.797, 5.607)

Electronic structure analysis, Mulliken charges in units of e:
1 La 1.734
2 C 0.097
3 O -0.053
4 C 0.112
5 O -0.046
6 C 0.145
7 O -0.063
8 C 0.137
9 O -0.062
10 C -0.616
11 H 0.413
12 H 0.422
13 C -0.656
14 H 0.441
15 H 0.436
16 C -1.018
17 N -0.139
18 C 0.210
19 S -0.198
20 N -0.098
21 C -1.040
22 H 0.448
23 H 0.321
24 H 0.301
25 H 0.336
26 H 0.308
27 H 0.337
28 H 0.366
29 H 0.426

***

(5)
2 unconnected molecules or ions with the total composition C2H7NOS2, computed with ωB97M-V/def2-TZVPD.

The energy above the lowest of the compared OMol25 structures with the same formula, charge and spin comes out at 5.154 eV. The highest occupied orbital energy (alpha / beta) comes out at -9.2 / -8.9 eV. The value obtained for the HOMO-LUMO gap (alpha / beta) is 0.267 / 0.304 Eh.

Atoms and positions in Å:
C (0.734, 2.429, 0.368)
C (-1.894, -1.807, -0.642)
N (1.652, -1.617, 0.112)
O (0.352, -0.183, 1.683)
S (0.812, 1.219, -0.971)
S (0.512, -0.605, 0.289)
H (-0.015, 2.266, 1.128)
H (0.612, 3.455, -0.021)
H (1.659, 2.666, 0.787)
H (-2.392, -0.965, -0.235)
H (-1.877, -1.908, -1.748)
H (-1.879, -2.740, -0.097)
H (1.723, -2.210, -0.654)

Electronic structure analysis, Mulliken charges in units of e:
1 C -0.881
2 C -0.948
3 N -0.521
4 O -0.553
5 S -0.102
6 S 0.707
7 H 0.306
8 H 0.335
9 H 0.368
10 H 0.379
11 H 0.311
12 H 0.328
13 H 0.270

***

(6)
2 unconnected molecules or ions with the total composition C11H14N2O, computed with ωB97M-V/def2-TZVPD.

The energy above the lowest of the compared OMol25 structures with the same formula, charge and spin comes out at 3.436 eV. The highest occupied orbital energy comes out at -8.1 eV. The value obtained for the HOMO-LUMO gap is 0.319 Eh.

Atoms and positions in Å:
C (-3.144, -0.355, 1.132)
C (-2.022, -0.230, 0.190)
C (-1.881, 0.512, -0.919)
N (-0.858, 0.058, -1.737)
C (-0.071, -0.834, -0.923)
C (1.208, -1.421, -1.123)
C (1.600, -2.358, -0.200)
C (0.809, -2.715, 0.878)
C (-0.356, -2.028, 1.109)
C (-0.846, -1.077, 0.214)
H (-2.826, -0.982, 2.077)
H (-4.034, -0.823, 0.778)
H (-3.261, 0.591, 1.603)
H (-2.385, 1.267, -1.468)
H (-0.477, 0.668, -2.524)
H (1.918, -1.040, -2.082)
H (2.549, -2.876, -0.216)
H (1.153, -3.537, 1.368)
H (-1.014, -2.378, 1.886)
C (1.009, 2.658, -0.827)
C (1.448, 2.493, 0.550)
N (2.492, 1.413, 0.854)
O (1.213, 3.100, 1.562)
H (1.322, 3.391, -1.563)
H (-0.213, 2.824, -0.990)
H (1.453, 1.719, -1.392)
H (2.427, 1.055, 1.699)
H (2.786, 0.905, 0.065)

Electronic structure analysis, Mulliken charges in units of e:
1 C -1.286
2 C 0.142
3 C -0.523
4 N -0.074
5 C -0.220
6 C -0.804
7 C -0.267
8 C -1.025
9 C -0.281
10 C 1.264
11 H 0.250
12 H 0.308
13 H 0.355
14 H 0.496
15 H 0.363
16 H 0.151
17 H 0.376
18 H 0.520
19 H 0.268
20 C -0.516
21 C 0.588
22 N -0.482
23 O -0.561
24 H 0.420
25 H 0.140
26 H -0.030
27 H 0.209
28 H 0.219

***

(7)
2 unconnected molecules or ions with the total composition C3H11NOS, computed with ωB97M-V/def2-TZVPD.

The energy above the lowest of the compared OMol25 structures with the same formula, charge and spin comes out at 0.728 eV. The highest occupied orbital energy comes out at -9.0 eV. The value obtained for the HOMO-LUMO gap is 0.365 Eh.

Atoms and positions in Å:
N (-1.188, -0.659, -1.213)
C (-0.548, 0.036, -0.093)
C (0.746, 0.767, -0.453)
C (1.545, 1.163, 0.766)
S (3.370, 1.257, 0.466)
H (-1.549, -0.011, -1.909)
H (-0.458, -1.139, -1.735)
H (-1.346, 0.673, 0.296)
H (-0.420, -0.569, 0.807)
H (1.277, 0.082, -1.134)
H (0.563, 1.614, -1.121)
H (1.359, 0.475, 1.586)
H (1.157, 2.148, 1.039)
H (3.268, 0.187, -0.343)
O (-2.263, -1.908, 1.101)
H (-2.795, -1.447, 0.446)
H (-2.720, -2.669, 1.494)

Electronic structure analysis, Mulliken charges in units of e:
1 N -0.597
2 C -0.602
3 C -0.580
4 C -0.559
5 S -0.216
6 H 0.253
7 H 0.231
8 H 0.348
9 H 0.340
10 H 0.400
11 H 0.234
12 H 0.331
13 H 0.348
14 H 0.104
15 O -0.622
16 H 0.303
17 H 0.287

***

(8)
A molecular structure, C12H6NO5Pm, computed with ωB97M-V/def2-TZVPD.

The expectation value of S² is 6.36. The energy above the lowest of the compared OMol25 structures with the same formula, charge and spin comes out at 0.367 eV. The net charge is +2. The highest occupied orbital energy (alpha / beta) comes out at -15.1 / -15.7 eV. The spin multiplicity is 5. The value obtained for the HOMO-LUMO gap (alpha / beta) is 0.209 / 0.242 Eh.

Atoms and positions in Å:
O (1.306, 1.423, -4.028)
C (1.094, 1.297, -2.898)
Pm (0.490, 1.246, -0.567)
O (-2.092, 1.909, -2.870)
C (-1.280, 1.691, -2.077)
C (-1.273, 0.187, 0.918)
O (-2.044, -0.403, 1.534)
C (1.327, -1.277, -0.012)
O (1.308, -1.941, 0.984)
C (-0.475, -1.041, -1.227)
O (-1.042, -2.046, -1.372)
H (2.126, -1.313, -0.839)
N (1.027, 1.900, 1.593)
C (1.057, 1.903, 2.770)
C (1.047, 1.815, 4.177)
C (0.958, 0.594, 4.875)
C (0.954, 0.579, 6.272)
C (1.019, 1.786, 6.979)
C (1.110, 2.998, 6.294)
C (1.106, 3.006, 4.905)
H (0.908, -0.330, 4.300)
H (0.891, -0.379, 6.797)
H (1.021, 1.774, 8.065)
H (1.170, 3.946, 6.824)
H (1.164, 3.929, 4.337)

Electronic structure analysis, Mulliken charges in units of e:
1 O -0.056
2 C 0.140
3 Pm 1.197
4 O -0.093
5 C 0.202
6 C 0.351
7 O -0.121
8 C 0.087
9 O -0.272
10 C 0.153
11 O -0.161
12 H 0.338
13 N -0.558
14 C 0.347
15 C 0.560
16 C -0.345
17 C -0.626
18 C -0.319
19 C -0.657
20 C -0.285
21 H 0.454
22 H 0.401
23 H 0.418
24 H 0.411
25 H 0.434